(1)
{
  "formula": "C6H12N2Si",
  "method": "ωB97M-V with the def2-TZVPD basis set",
  "fmax_ev_per_a": 5.0,
  "charge": 0,
  "smiles": "C[Si](C)(C)c1cnc[nH]1",
  "e_tot_ha": -634.8059,
  "homo_lumo_gap_ha": 0.356,
  "elements": ["N", "Si", "H", "C", "C", "H", "H", "C", "C", "N", "H", "H", "H", "C", "H", "H", "H", "H", "C", "H", "H"],
  "coordinates": [[3.1798, -1.0484, -0.4205], [-0.6699, 0.3921, -0.0137], [-1.6586, 2.9162, -0.5611], [2.3104, -0.0025, -0.6188], [2.5430, -2.0511, 0.0725], [-2.9175, 0.0615, -1.0478], [-1.0975, 1.9734, -1.9404], [-2.1765, -0.6387, -0.7535], [-0.9240, 2.0893, -0.8368], [1.2545, -1.8526, 0.1743], [-1.9975, -1.2600, -1.6824], [-2.6146, -1.4498, -0.1046], [-0.4479, -0.1260, 2.6173], [1.0174, -0.3684, -0.3051], [-1.5086, 1.1703, 2.3374], [2.6973, 0.9291, -1.0383], [0.1622, 1.3911, 2.1598], [-0.0265, 2.5613, -0.7066], [-0.6616, 0.7594, 1.9468], [0.4877, -2.4966, 0.3434], [3.0482, -2.9494, 0.3781]],
  "forces_ev_per_angstrom": [[1.782, 1.355, -0.174], [-1.624, 0.423, 1.088], [0.459, -1.668, 0.327], [-0.888, -1.022, 0.000], [0.824, -0.601, -0.277], [-0.867, 0.681, 0.061], [0.366, -0.076, 0.826], [1.318, -2.282, 0.319], [-2.334, -0.321, -1.211], [-3.107, 3.884, -0.805], [0.478, 0.959, 0.730], [0.257, 1.143, -0.142], [-0.242, 0.477, -1.003], [0.836, -2.889, 0.667], [-2.526, 1.346, 0.757], [-0.397, -0.313, 0.292], [0.881, 0.939, -0.092], [2.695, 1.440, 0.011], [1.634, -3.296, -1.460], [0.567, 0.155, 0.133], [-0.112, -0.333, -0.046]],
  "lowdin_charge": [0.0233, 0.6256, 0.0638, -0.1655, -0.2867, -0.0119, 0.0452, -0.1986, -0.1989, 0.0689, 0.0377, 0.0277, 0.0418, -0.2023, -0.0306, 0.1042, 0.0034, -0.0326, -0.1676, 0.1338, 0.1191]
}

---

(2)
{
  "formula": "C4H11NS2",
  "method": "ωB97M-V with the def2-TZVPD basis set",
  "fmax_ev_per_a": 0.5,
  "charge": 0,
  "smiles": "C=C(C)N.CSS",
  "e_tot_ha": -1010.1164,
  "homo_lumo_gap_ha": 0.327,
  "elements": ["H", "S", "H", "H", "H", "H", "H", "C", "H", "H", "C", "S", "H", "C", "N", "H", "C", "H"],
  "coordinates": [[1.4853, 0.4103, -3.1948], [-2.3693, 0.6566, 3.4711], [-3.1851, 0.3318, 2.4491], [0.9998, -0.4556, 1.6962], [1.9437, 1.3309, -0.9836], [1.9697, -0.9863, -2.2496], [0.6131, 1.6011, -0.0359], [0.3509, 0.1387, -1.4151], [-0.5489, -1.2857, 1.8425], [0.4827, -1.0403, -3.2146], [-0.9334, -0.1378, -1.1546], [-0.6801, 1.0291, 2.3785], [-1.4041, 0.1625, -0.2285], [1.1030, -0.4140, -2.5825], [1.1333, 0.9232, -0.5606], [0.4185, -0.9531, 3.3087], [0.1236, -0.5822, 2.3308], [-1.5028, -0.7291, -1.8573]],
  "forces_ev_per_angstrom": [[0.010, -0.070, -0.028], [-0.079, 0.016, -0.108], [0.021, -0.015, 0.091], [0.050, 0.029, -0.006], [0.249, 0.103, -0.172], [-0.022, -0.068, 0.072], [-0.150, 0.165, 0.185], [-0.343, -0.075, 0.272], [0.087, -0.091, 0.047], [-0.085, -0.074, 0.041], [0.333, -0.219, -0.213], [0.144, 0.115, 0.298], [-0.067, 0.254, -0.125], [0.092, 0.367, -0.263], [-0.042, -0.276, 0.041], [-0.072, 0.156, 0.085], [-0.143, -0.219, -0.308], [0.019, -0.096, 0.091]],
  "lowdin_charge": [0.0798, 0.3050, -0.1972, 0.0155, 0.0797, 0.0817, 0.0496, -0.4821, 0.0280, 0.0742, 0.0144, 0.3340, 0.0135, -0.0626, 0.0726, 0.0301, -0.4850, 0.0489]
}